A cluster of 4 separate species, C43H89BrN6O16P3S in total. Source: the OMol25 dataset; level of theory: the ωB97M-V functional and the def2-TZVPD basis.

Output
- charge = +1
- energy (Eh) = -7220.1074
- Kohn-Sham gap (eV) = 7.1765
- HOMO level (eV) = -10.116

Atoms and positions in Å:
C  -0.227  -5.866  -1.797
C  -0.252  -4.492  -1.052
C  1.148  -3.808  -1.060
O  1.065  -2.514  -1.661
C  1.135  -2.560  -3.079
C  1.691  -1.240  -3.655
C  2.117  -1.417  -5.167
C  1.519  -2.648  -5.864
C  1.775  -2.637  -7.405
C  0.541  -3.227  -8.095
O  0.508  -4.613  -7.764
C  -0.803  -5.069  -7.534
C  0.560  -0.161  -3.696
C  -0.651  -0.533  -4.544
C  -1.649  0.647  -4.597
O  -1.400  1.746  -4.137
C  -2.946  0.379  -5.294
C  -3.205  -0.772  -6.014
C  -4.405  -0.963  -6.639
C  -5.411  -0.031  -6.554
C  -5.151  1.125  -5.848
C  -3.951  1.321  -5.239
N  0.079  0.107  -2.322
C  1.150  0.533  -1.534
N  0.878  1.556  -0.746
C  1.850  2.114  0.204
C  2.140  1.185  1.422
C  3.618  0.784  1.545
O  1.340  0.014  1.387
P  -0.759  2.304  -0.820
O  -0.500  3.881  -0.517
Br  -1.863  1.363  0.918
N  2.344  -0.070  -1.498
C  2.850  -0.663  -2.803
C  3.898  -1.708  -2.314
S  4.470  -3.024  -3.389
O  4.628  -4.152  -2.514
O  5.701  -2.698  -4.043
P  3.656  0.868  -3.657
P  5.636  0.493  -4.434
O  6.119  1.823  -4.819
O  6.666  -0.107  -3.357
O  5.579  -0.405  -5.760
H  -0.291  -6.661  -1.054
H  -1.044  -5.921  -2.519
H  0.700  -5.937  -2.373
H  -0.555  -4.629  -0.012
H  -0.954  -3.806  -1.535
H  1.948  -4.433  -1.477
H  1.421  -3.621  -0.015
H  1.732  -3.433  -3.368
H  0.122  -2.761  -3.453
H  3.207  -1.466  -5.290
H  1.775  -0.545  -5.734
H  0.433  -2.728  -5.751
H  1.915  -3.606  -5.507
H  2.005  -1.631  -7.767
H  2.585  -3.335  -7.638
H  -0.383  -2.751  -7.730
H  0.592  -3.119  -9.186
H  -1.249  -4.638  -6.621
H  -1.477  -4.865  -8.379
H  -0.800  -6.155  -7.401
H  0.924  0.794  -4.094
H  -0.434  -0.773  -5.587
H  -1.226  -1.373  -4.134
H  -2.454  -1.550  -6.134
H  -4.619  -1.852  -7.226
H  -6.377  -0.186  -7.019
H  -5.929  1.879  -5.790
H  -3.753  2.241  -4.697
H  -0.370  -0.706  -1.903
H  1.538  3.077  0.604
H  2.805  2.228  -0.325
H  1.880  1.714  2.350
H  4.303  1.638  1.501
H  3.758  0.361  2.548
H  3.909  -0.007  0.845
H  1.460  -0.504  2.189
H  -1.331  4.318  -0.275
H  3.101  0.545  -1.203
H  3.449  -2.188  -1.440
H  4.758  -1.153  -1.918
H  3.566  -3.384  -4.337
H  2.921  1.175  -4.823
H  6.841  0.618  -2.737
H  6.457  -0.777  -5.940
C  -6.045  1.565  1.268
O  -6.265  0.176  1.111
C  -7.618  -0.215  1.345
C  -8.254  -0.718  0.065
N  -8.467  0.375  -0.877
C  -8.863  -0.060  -2.214
C  -7.840  -0.853  -3.024
O  -6.693  -0.103  -3.391
C  -5.651  -0.105  -2.431
H  -4.974  1.744  1.170
H  -6.564  2.141  0.495
H  -6.365  1.905  2.257
H  -8.204  0.597  1.784
H  -7.592  -1.035  2.067
H  -9.216  -1.182  0.299
H  -7.593  -1.489  -0.355
H  -7.611  0.909  -0.957
H  -9.107  0.843  -2.780
H  -9.786  -0.643  -2.139
H  -8.323  -1.135  -3.965
H  -7.553  -1.792  -2.538
H  -5.619  -1.036  -1.859
H  -5.742  0.747  -1.752
H  -4.707  0.006  -2.967
C  -1.356  3.687  8.866
O  -2.186  3.591  7.720
C  -1.624  4.191  6.560
C  -1.318  3.135  5.516
N  -0.200  2.296  5.937
C  0.002  1.120  5.097
C  -1.098  0.058  5.114
O  -1.231  -0.603  6.355
C  -2.097  0.026  7.288
H  -1.915  3.294  9.714
H  -0.442  3.095  8.748
H  -1.093  4.728  9.075
H  -0.734  4.781  6.798
H  -2.377  4.873  6.155
H  -1.063  3.625  4.571
H  -2.230  2.543  5.363
H  -0.362  1.983  6.886
H  0.929  0.645  5.434
H  0.171  1.444  4.062
H  -0.810  -0.718  4.396
H  -2.063  0.446  4.769
H  -2.912  0.564  6.797
H  -1.543  0.705  7.940
H  -2.527  -0.752  7.918
C  6.969  3.461  4.779
O  5.979  2.451  4.671
C  6.415  1.184  5.161
C  5.623  0.802  6.394
N  5.979  1.651  7.524
C  5.091  1.503  8.675
C  3.647  1.955  8.484
O  3.504  3.351  8.285
C  3.632  3.772  6.938
H  6.585  4.357  4.292
H  7.179  3.702  5.826
H  7.893  3.161  4.278
H  7.490  1.172  5.361
H  6.215  0.449  4.375
H  5.831  -0.241  6.651
H  4.557  0.890  6.143
H  5.952  2.618  7.227
H  5.523  2.093  9.487
H  5.102  0.460  9.004
H  3.109  1.730  9.409
H  3.135  1.394  7.692
H  3.287  3.011  6.233
H  4.665  4.052  6.714
H  3.019  4.665  6.805

***

A cluster of 10 separate species, C43H89N13O5P2 in total. Source: the OMol25 dataset; level of theory: the ωB97M-V functional and the def2-TZVPD basis.

Output
- charge = +1
- energy (Eh) = -3462.2192
- expectation value of S² = 0.761
- Kohn-Sham gap (spin up / spin down) (eV) = 8.0575 / 3.3543
- HOMO level (spin up / spin down) (eV) = -10.360 / -10.360
- 2S+1 = 2

Atoms and positions in Å:
C  0.488  -0.148  0.140
C  1.707  0.641  0.618
O  2.276  -0.283  1.515
C  1.677  -1.465  1.501
O  1.990  -2.451  2.181
O  0.707  -1.446  0.619
H  0.555  -0.127  -0.948
H  -0.506  0.160  0.464
H  1.373  1.489  1.217
H  2.356  0.970  -0.193
C  3.366  2.499  -6.160
C  1.854  2.277  -5.944
C  1.487  1.006  -5.195
C  2.174  0.777  -3.964
N  2.749  0.543  -2.941
H  3.912  1.565  -6.025
H  3.761  3.091  -5.334
H  3.647  2.965  -7.104
H  1.369  2.318  -6.920
H  1.415  3.093  -5.369
H  1.540  0.099  -5.798
H  0.455  1.263  -4.957
C  1.907  5.403  -3.797
C  2.356  6.166  -2.534
C  3.292  5.297  -1.688
C  2.512  4.318  -0.883
N  1.967  3.475  -0.296
H  2.777  4.960  -4.282
H  1.372  6.027  -4.512
H  1.296  4.573  -3.440
H  1.565  6.606  -1.927
H  2.894  7.078  -2.789
H  3.876  5.965  -1.055
H  4.079  4.779  -2.236
C  3.972  -5.307  3.924
C  2.573  -5.957  4.192
C  1.555  -6.099  3.008
C  2.136  -6.865  1.912
N  2.539  -7.538  1.046
H  4.746  -6.051  4.116
H  4.184  -4.391  4.476
H  4.130  -5.133  2.860
H  2.068  -5.374  4.963
H  2.605  -6.971  4.589
H  1.304  -5.106  2.635
H  0.576  -6.535  3.204
C  2.348  -3.211  -1.544
C  2.763  -3.533  -2.972
C  1.645  -4.131  -3.877
C  0.938  -5.273  -3.276
N  0.445  -6.198  -2.861
H  1.486  -2.550  -1.627
H  3.161  -2.696  -1.031
H  2.036  -4.003  -0.863
H  3.589  -4.245  -2.955
H  3.282  -2.646  -3.333
H  2.109  -4.610  -4.739
H  0.872  -3.438  -4.208
C  2.711  1.568  4.696
C  2.552  0.059  4.772
C  1.146  -0.404  5.279
C  -0.004  -0.126  4.385
N  -0.856  0.119  3.616
H  2.703  2.016  5.690
H  1.838  1.972  4.184
H  3.578  1.877  4.112
H  3.334  -0.355  5.409
H  2.860  -0.318  3.796
H  0.889  -0.050  6.277
H  1.118  -1.482  5.443
C  5.591  0.305  2.263
C  5.402  -1.060  1.497
C  6.519  -2.017  1.914
C  7.866  -1.677  1.416
N  8.969  -1.485  1.118
H  6.619  0.668  2.240
H  5.460  0.271  3.344
H  4.939  1.126  1.965
H  5.378  -1.037  0.408
H  4.442  -1.489  1.783
H  6.237  -3.004  1.547
H  6.555  -1.957  3.002
C  -2.803  4.320  3.451
C  -2.866  3.268  2.308
C  -1.531  3.129  1.448
C  -1.042  4.410  0.986
N  -0.686  5.427  0.580
H  -2.572  5.305  3.046
H  -1.984  4.176  4.156
H  -3.714  4.424  4.042
H  -3.697  3.472  1.633
H  -3.074  2.275  2.706
H  -1.753  2.661  0.489
H  -0.682  2.668  1.953
O  -1.229  3.106  -4.962
P  -2.490  2.780  -4.214
N  -2.771  3.798  -2.900
C  -3.721  3.592  -1.826
C  -1.916  5.061  -2.752
N  -2.629  1.174  -3.639
C  -3.201  0.006  -4.471
C  -1.750  0.848  -2.540
N  -3.888  2.943  -5.249
C  -3.668  3.030  -6.725
C  -5.290  2.607  -4.755
H  -4.600  4.232  -1.901
H  -3.209  3.632  -0.865
H  -4.323  2.686  -1.903
H  -0.986  4.916  -2.201
H  -2.407  5.891  -2.244
H  -1.635  5.448  -3.731
H  -2.590  -0.892  -4.373
H  -4.176  -0.300  -4.091
H  -3.191  0.135  -5.553
H  -0.773  0.582  -2.944
H  -1.652  1.667  -1.828
H  -2.187  0.001  -2.011
H  -2.665  3.391  -6.953
H  -3.862  2.052  -7.167
H  -4.253  3.727  -7.324
H  -5.638  1.607  -5.010
H  -6.076  3.262  -5.129
H  -5.465  2.662  -3.680
O  -5.190  -3.966  1.935
P  -4.155  -3.102  2.569
N  -4.619  -2.388  4.088
C  -5.228  -3.181  5.119
C  -4.156  -1.052  4.554
N  -3.665  -1.804  1.480
C  -2.677  -2.167  0.470
C  -4.629  -0.767  0.995
N  -2.702  -3.916  3.021
C  -2.844  -5.381  3.381
C  -1.586  -3.344  3.641
H  -4.973  -4.241  5.128
H  -6.317  -3.199  5.067
H  -5.044  -2.759  6.107
H  -3.249  -1.079  5.158
H  -4.924  -0.626  5.200
H  -4.187  -0.278  3.787
H  -3.126  -2.259  -0.519
H  -1.879  -1.439  0.322
H  -2.200  -3.143  0.551
H  -5.228  -1.185  0.186
H  -5.351  -0.488  1.762
H  -4.109  0.091  0.569
H  -3.864  -5.472  3.754
H  -2.703  -5.932  2.451
H  -2.104  -5.715  4.108
H  -1.771  -3.181  4.703
H  -1.330  -2.365  3.235
H  -0.700  -3.975  3.568

***

Q: Look up the energy of the second one.
A: -3462.2192 Eh